Record 1
C24H26MnNO5 | ωB97M-V with the def2-TZVPD basis set

Values from the calculation:
total charge: -1
Kohn-Sham gap (alpha / beta): 4.66 / 4.77 eV
relative energy (zero: lowest compared OMol25 entry of this formula, charge and spin): 0.0 kJ/mol
calculated total energy: -2511.942588 Eh
spin multiplicity: 4

The geometry in XYZ format:
```
57
Properties=species:S:1:pos:R:3:forces:R:3
Mn 0.8085 0.9978 0.5060 -0.1 0.0 0.0
O -0.7525 2.2258 2.7002 0.0 0.0 0.0
O 3.0135 1.0318 -0.3065 0.0 0.1 0.1
O 1.2859 3.0731 2.3414 0.0 0.0 0.0
O 1.0735 2.8800 -0.7690 0.0 0.0 0.0
O -1.2520 1.4968 -0.7193 0.0 0.0 0.0
N -7.7931 -3.5972 -2.0637 0.0 0.0 0.0
C 3.3543 2.3805 -0.5773 0.0 0.0 0.0
C 2.3029 3.0273 -1.4524 0.0 0.0 0.0
C 0.7031 -0.9258 0.9056 0.0 0.2 0.0
C -3.1520 -3.6242 -0.7293 0.1 0.0 0.0
C 0.4463 2.2369 2.0132 0.1 0.0 0.0
C -6.7325 -3.3203 -1.7004 0.0 0.0 0.0
C -4.4158 -3.9505 -1.1474 -0.1 0.0 0.0
C -1.2943 2.9042 -0.7824 0.0 0.0 0.0
C 4.0837 -3.4105 1.8130 0.0 0.0 0.0
C -0.8555 3.1502 3.7779 0.0 0.0 0.0
C 2.9467 -1.2842 1.9227 0.0 0.0 0.0
C -5.1017 -1.6544 -0.9099 -0.1 0.0 0.0
C 1.8254 -1.7915 1.2387 0.0 0.0 0.0
C -5.4242 -2.9777 -1.2566 0.1 0.0 0.0
C 3.4199 0.0922 -1.2901 0.0 0.0 0.0
C -0.0381 3.4666 -1.4237 0.0 -0.1 0.0
C -1.4128 0.8452 -1.9710 0.0 0.0 0.0
C -3.8423 -1.3158 -0.4895 0.1 0.0 0.0
C -2.7967 -2.2860 -0.3879 -0.1 0.1 -0.1
C -0.4594 -1.4412 0.4329 0.1 -0.2 0.0
C 1.8736 -3.1527 0.8735 0.0 0.0 0.0
C 4.0500 -2.0746 2.1998 0.0 0.0 0.0
C 2.9786 -3.9393 1.1519 0.0 0.0 0.0
C -1.5234 -1.9155 -0.0060 0.0 0.0 0.1
H 3.3673 2.8876 0.3887 0.0 0.0 0.0
H -0.7817 4.1823 3.4285 0.0 0.0 0.0
H -0.0082 4.5562 -1.3133 0.0 0.0 0.0
H 3.1339 -0.8890 -0.9174 0.0 0.0 0.0
H 4.9464 -4.0284 2.0304 0.0 0.0 0.0
H 4.8943 -1.6470 2.7302 0.0 0.0 0.0
H -0.0677 2.9881 4.5143 0.0 0.0 0.0
H -0.5910 1.0778 -2.6570 0.0 0.0 0.0
H -1.8309 2.9773 4.2292 0.0 0.0 0.0
H 2.2407 2.5415 -2.4352 0.0 0.0 0.0
H -4.6502 -4.9776 -1.4017 0.0 0.0 0.0
H 2.9266 0.2740 -2.2500 0.0 0.0 0.0
H 4.5055 0.1351 -1.4200 0.0 0.0 0.0
H -2.1731 3.2468 -1.3436 0.0 0.0 0.0
H 2.9228 -0.2463 2.2363 0.0 0.0 0.0
H -2.3641 1.1344 -2.4308 0.0 0.0 0.0
H 2.5312 4.0890 -1.5990 0.0 0.0 0.0
H -1.3742 3.2422 0.2501 0.0 0.0 0.0
H -3.6134 -0.2944 -0.2105 0.0 0.0 0.0
H -1.4146 -0.2227 -1.7629 0.0 0.0 0.0
H 1.0203 -3.5758 0.3558 0.0 0.0 0.0
H 4.3427 2.4411 -1.0441 0.0 0.0 0.0
H -5.8713 -0.8936 -0.9736 0.0 0.0 0.0
H 0.0012 3.2272 -2.4930 0.0 0.0 0.0
H -2.3923 -4.3919 -0.6558 0.0 0.0 0.0
H 2.9801 -4.9815 0.8501 0.0 0.0 0.0
```
Positions in Å, forces in eV/Å.


Record 2
C24H26N3O14 | ωB97M-V with the def2-TZVPD basis set

Values from the calculation:
total charge: +1
Kohn-Sham gap: 6.97 eV
calculated total energy: -2147.469756 Eh

The geometry in XYZ format:
```
67
Properties=species:S:1:pos:R:3:forces:R:3
O -1.1489 -2.4688 5.3606 0.0 0.0 0.0
O 5.4750 -0.0174 -4.2883 0.0 0.0 0.0
O -3.1978 -6.4760 8.1194 0.0 0.0 0.0
O -1.0508 2.8026 -4.4967 0.2 0.0 -0.1
O -4.6107 1.0399 3.0693 -0.1 0.0 0.0
O -1.0156 3.0199 0.7896 0.0 -0.1 0.0
O -0.6284 -6.2545 8.0964 0.0 0.0 0.0
O -3.7630 -2.6410 5.4690 -0.1 0.0 0.0
O 3.9099 -5.0056 -3.5629 0.0 0.0 0.0
O 2.3689 -3.1496 -2.6757 0.0 0.0 0.0
O -2.8692 -0.1227 4.5928 -0.2 0.1 -0.1
O 0.7166 1.8699 2.3070 0.0 0.0 0.0
O 7.0177 -1.8887 -5.2295 0.0 0.0 0.0
O -1.9318 6.1615 -3.6305 -0.1 -0.1 -0.1
N 1.7001 3.2041 -4.4437 -0.1 0.0 0.3
N 1.6812 1.4301 -2.8128 -0.4 0.7 0.6
N -0.2431 2.2139 -3.5563 0.0 -0.5 -0.6
C -1.2933 -5.3351 7.4223 -0.1 0.0 0.0
C 4.3420 -3.8890 -3.7803 -0.1 0.0 0.0
C -3.6448 -4.5676 6.7977 -0.1 0.0 0.0
C -2.3731 0.5857 3.7369 0.1 -0.1 0.1
C -3.3499 1.3005 2.8132 0.1 0.0 0.0
C -1.9397 3.7349 -3.8251 0.0 -0.1 0.1
C 5.9174 -2.2891 -4.6200 0.0 0.1 0.0
C -0.9548 0.7771 3.5569 0.0 0.0 0.0
C -1.5240 2.3132 1.6537 0.1 0.0 0.0
C -1.5613 -3.3952 6.0374 0.0 0.0 0.0
C -0.8900 4.8910 -1.8137 0.1 0.1 -0.1
C -2.8011 -5.5179 7.4810 0.0 0.0 0.0
C 5.0609 -1.1485 -4.0990 0.0 0.0 0.0
C -0.5519 1.5989 2.5779 -0.1 0.1 0.0
C 1.0818 2.3487 -3.6238 0.0 0.1 -0.1
C 5.5728 -3.5779 -4.4653 0.0 0.0 0.0
C 3.8243 -1.4599 -3.4238 -0.1 0.0 0.0
C -0.5254 0.8462 -3.0955 0.3 -0.3 -0.2
C -1.2158 4.9843 -3.3059 0.0 -0.1 0.1
C -3.0714 -3.5586 6.1235 0.1 0.0 0.0
C -0.7179 -4.3338 6.7390 0.1 0.0 0.0
C -2.9352 2.1183 1.8276 0.0 0.0 0.0
C 3.4769 -2.7452 -3.2714 0.1 -0.1 0.0
C 0.5836 0.7489 -2.0600 -0.1 0.4 0.0
H -0.2766 0.2549 4.2171 0.0 0.0 0.0
H 0.8317 -0.2707 -1.7853 0.2 0.0 0.0
H 0.6944 2.5320 1.5873 0.0 0.0 0.0
H 2.4261 3.8276 -4.1320 0.3 -0.4 -0.1
H -4.6290 0.4286 3.8350 0.0 0.0 0.0
H -0.9326 5.8845 -1.3702 0.0 0.0 0.0
H -3.1460 -1.9658 5.1212 0.1 -0.1 0.1
H -2.4215 3.1856 -3.0125 -0.1 0.1 0.0
H 1.3804 3.2812 -5.3969 -0.4 0.4 0.2
H -3.6229 2.6302 1.1696 0.0 0.0 0.0
H 3.2172 -0.6424 -3.0652 0.0 0.0 0.0
H -0.2883 0.1783 -3.9306 -0.2 -0.1 0.0
H 0.3536 -4.2032 6.6863 0.0 0.0 0.0
H 0.1216 4.5128 -1.6500 0.0 -0.1 0.0
H -2.8700 6.0536 -3.4425 0.0 0.0 0.1
H 2.4116 1.8356 -2.2334 0.4 -0.4 -0.3
H 7.0234 -0.9119 -5.1925 0.0 0.0 0.0
H 6.1808 -4.3920 -4.8334 0.0 0.0 0.0
H -1.3068 -6.8490 8.4803 0.0 0.0 0.0
H -1.5457 0.6652 -2.7790 0.0 0.3 0.3
H -0.2856 5.0539 -3.8716 0.0 0.2 -0.1
H -1.5725 4.2406 -1.2718 -0.1 0.0 0.1
H 2.3965 -4.1316 -2.7088 0.0 0.0 0.0
H 0.3387 1.3622 -1.1887 -0.1 -0.2 0.1
H -2.6819 3.9862 -4.5784 0.1 0.0 -0.1
H -4.7167 -4.6939 6.8549 0.0 0.0 0.0
```
Positions in Å, forces in eV/Å.


Q: Among the records above, which one has the lowest calculated total energy?
A: C24H26MnNO5


Q: What is the total charge in the second record?
A: +1


Q: The lowest calculated total energy belongs to which entry?
A: C24H26MnNO5


Q: Which value of total charge does entry 1 give?
A: -1